ORCA calculation (wB97M-V/def2-TZVPD) on a 2-piece molecular cluster, C4H9N2 overall at a distorted geometry.

Values from the calculation:
Molar mass ... 85.130 Da
HOMO ... -12.83 eV
Calculated total energy ... -266.9333 Eh
Energy relative to the best compared isomer or geometry (same formula, charge and spin) ... 4.5159 eV
Charge ... +1

Positions of all 15 atoms, in Å:
C  -0.74225  0.16769  -2.46530
C  -1.00385  0.69649  1.97422
C  0.06397  -1.69247  -1.13149
C  1.26056  0.56026  1.32952
N  -0.24712  -0.76239  -1.85231
N  -0.10920  0.47248  1.16590
H  0.03763  0.75705  -3.05177
H  -1.72941  0.30868  -2.93317
H  -2.04023  0.92662  1.70456
H  -0.82318  0.98603  3.06194
H  0.26717  -2.65100  -1.60705
H  0.12107  -1.47273  -0.10296
H  1.52843  1.53237  0.99418
H  1.60802  0.22567  2.29662
H  1.80839  -0.05477  0.61712

***

ORCA calculation (wB97M-V/def2-TZVPD) on one molecule with the formula C4H4ClNS at a distorted geometry.

Values from the calculation:
Molar mass ... 133.603 Da
SMILES ... Sc1cc(Cl)c[nH]1
HOMO ... -7.94 eV
Calculated total energy ... -1067.8713 Eh
Energy relative to the best compared isomer or geometry (same formula, charge and spin) ... 2.0467 eV
Charge ... 0

Positions of all 11 atoms, in Å:
S  -2.69079  -0.19116  0.00481
C  -0.91469  -0.08992  0.09624
C  0.03709  0.96528  0.37798
C  1.23823  0.45832  0.15639
Cl  2.46953  1.74848  -0.10406
C  1.27534  -0.85750  -0.40495
N  -0.10868  -1.16734  -0.26551
H  -2.62750  1.02523  0.80455
H  -0.08433  1.91331  0.67888
H  2.00606  -1.74495  -0.49831
H  -0.60026  -2.05974  -0.84603

***

Number 1: frontier orbital gap 7.91 eV. Number 2: frontier orbital gap 8.26 eV.